Record 1
The following is a DFT calculation (ωB97M-V/def2-TZVPD) of 13 unconnected molecules or ions with the total composition C6H38NO13 at a distorted geometry.

Each line ends with the Löwdin charge.
CARTESIAN COORDINATES (ANGSTROEM)
1 C 1.419 0.724 -1.360  -0.185
2 O 2.589 0.539 -0.585  -0.079
3 C 0.269 0.020 -0.618  -0.259
4 C -1.062 0.327 -1.335  -0.127
5 C -1.279 -0.638 -2.468  -0.104
6 C -1.460 -1.939 -2.266  -0.158
7 C -1.664 -2.974 -3.348  -0.090
8 N 0.338 0.595 0.761  0.218
9 H 1.488 0.269 -2.352  0.147
10 H 1.275 1.790 -1.516  0.089
11 H 2.854 -0.387 -0.680  0.062
12 H 0.484 -1.040 -0.693  0.117
13 H -1.886 0.251 -0.623  0.099
14 H -0.933 1.339 -1.718  0.115
15 H -1.348 -0.286 -3.493  0.117
16 H -1.706 -2.290 -1.269  0.092
17 H -1.844 -3.908 -2.823  0.066
18 H -2.414 -2.720 -4.097  0.078
19 H -0.772 -3.112 -3.966  0.075
20 H -0.395 0.131 1.297  0.150
21 H 0.143 1.599 0.671  0.124
22 H 1.216 0.414 1.259  0.067
23 H -2.547 1.996 1.673  0.023
24 H -1.795 3.202 2.143  0.074
25 O -1.640 2.380 1.660  -0.085
26 H 0.516 3.963 -0.966  0.014
27 H -0.735 4.537 -0.466  0.044
28 O -0.155 3.804 -0.281  -0.055
29 H -1.562 1.565 3.331  -0.005
30 H -0.684 2.074 4.399  0.051
31 O -0.924 1.231 3.994  -0.068
32 H 1.375 -2.496 0.696  -0.007
33 H 0.744 -3.499 1.676  0.054
34 O 0.578 -2.679 1.204  -0.051
35 H -1.761 -3.280 1.521  0.039
36 H -2.485 -3.038 2.863  0.072
37 O -2.414 -2.729 1.955  -0.036
38 H 1.254 0.519 3.190  0.067
39 H 2.615 1.034 2.647  0.102
40 O 2.017 0.285 2.651  -0.014
41 H -4.647 0.694 1.734  0.068
42 H -3.517 0.034 2.298  0.042
43 O -3.834 0.941 2.198  -0.049
44 H 1.508 3.215 -3.726  0.056
45 H 2.381 3.651 -2.662  0.028
46 O 1.424 3.622 -2.858  -0.070
47 H 3.502 -2.729 2.161  0.074
48 H 2.738 -1.251 2.038  0.018
49 O 3.256 -1.969 1.635  -0.051
50 H 3.385 -2.897 -1.635  0.071
51 H 3.282 -2.376 -0.173  0.012
52 O 2.917 -2.276 -1.069  -0.044
53 H -4.398 -1.192 -0.291  0.062
54 H -3.500 -1.911 0.816  -0.003
55 O -3.626 -1.127 0.272  -0.059
56 H 4.045 3.298 -0.725  0.055
57 H 3.576 1.908 -1.180  0.000
58 O 3.798 2.790 -1.503  -0.045

Atomic forces in eV per Å
C -0.5 -0.9 0.0
O 0.5 0.1 0.0
C 0.7 1.3 -1.5
C 0.5 -0.1 0.2
C -0.1 -0.5 0.0
C -0.9 0.2 -0.6
C 0.7 0.1 0.1
N -1.6 -1.0 -1.2
H 0.2 0.0 0.0
H -0.2 0.0 0.3
H 0.3 -0.2 -0.3
H -0.1 -0.2 0.8
H -0.1 0.2 0.0
H -0.6 0.2 0.1
H 0.4 0.3 0.0
H 0.6 0.0 0.2
H -0.4 -0.2 -0.5
H -0.4 -0.1 0.4
H 0.2 0.0 0.3
H -0.1 0.5 0.3
H -0.3 0.1 0.4
H 0.2 0.1 -0.3
H 0.2 -0.2 -0.3
H 0.4 0.3 -0.3
O -0.9 0.3 0.4
H 0.1 -0.4 0.0
H -0.7 0.3 0.2
O 0.9 -0.1 -0.4
H 0.5 -0.5 0.0
H 0.2 -0.3 0.4
O 0.0 0.4 0.0
H 0.1 -0.3 0.0
H 0.2 0.0 0.0
O -0.7 0.1 0.0
H 0.3 0.0 -0.1
H 0.0 -0.1 0.0
O -0.2 0.0 0.3
H -0.3 0.1 0.5
H 0.3 0.2 0.2
O 0.5 -0.3 0.3
H -0.1 0.7 -0.2
H 0.6 0.1 0.1
O -0.6 -0.7 0.1
H -0.7 0.0 -0.3
H -0.2 0.1 0.7
O 0.9 0.0 -0.3
H -0.3 0.4 0.8
H 0.3 -0.7 0.8
O 0.4 0.2 -1.4
H 0.0 0.1 -0.1
H 0.1 0.0 0.0
O -0.1 0.1 0.2
H -0.1 -0.4 0.0
H -0.2 -0.4 0.0
O 0.0 0.8 -0.2
H 0.1 0.0 0.0
H -0.1 -0.3 0.2
O 0.2 0.6 -0.2

Summary:
Charge ... +1

=====

Record 2
The following is a DFT calculation (ωB97M-V/def2-TZVPD) of 13 unconnected molecules or ions with the total composition C6H39NO12S at a distorted geometry.

Each line ends with the Löwdin charge.
CARTESIAN COORDINATES (ANGSTROEM)
1 C 0.542 0.436 -1.228  -0.270
2 C 0.597 0.789 -2.711  -0.581
3 S 1.198 2.498 -3.011  0.682
4 C 0.651 -1.066 -0.982  -0.204
5 N -0.700 -1.707 -0.977  -0.225
6 C -0.860 -2.665 0.158  -0.217
7 C -2.319 -2.660 0.630  -0.088
8 C -0.994 -2.366 -2.282  -0.050
9 H -0.376 0.886 -0.778  0.088
10 H 1.385 0.949 -0.658  0.105
11 H 1.280 0.127 -3.296  0.071
12 H -0.427 0.638 -3.251  0.073
13 H 0.353 3.157 -2.147  -0.145
14 H 1.332 -1.498 -1.786  0.117
15 H 1.118 -1.235 0.028  0.097
16 H -0.577 -3.701 -0.147  0.122
17 H -0.228 -2.372 0.998  0.078
18 H -3.038 -3.054 -0.132  0.088
19 H -2.493 -3.285 1.496  0.065
20 H -2.605 -1.694 0.964  0.041
21 H -1.004 -1.590 -3.039  0.084
22 H -0.295 -3.135 -2.515  0.077
23 H -1.986 -2.746 -2.308  0.073
24 H 3.666 0.174 1.230  0.008
25 H 2.873 1.235 2.135  0.022
26 O 3.303 0.346 2.111  -0.071
27 H -3.030 0.843 3.945  0.080
28 H -2.780 0.826 2.426  0.034
29 O -2.715 0.281 3.241  -0.052
30 H 2.239 -0.841 2.385  0.038
31 H 1.871 -2.283 2.222  -0.005
32 O 1.476 -1.509 2.416  -0.057
33 H 2.166 -3.454 -0.662  0.059
34 H 3.683 -3.523 -0.753  0.045
35 O 2.962 -2.923 -0.850  -0.039
36 H -1.357 1.350 1.340  0.016
37 H -2.506 1.229 0.286  0.013
38 O -2.203 1.739 1.044  -0.067
39 H 0.326 -0.189 2.295  0.004
40 H -0.885 0.407 2.958  0.013
41 O -0.192 0.593 2.362  -0.011
42 H 3.648 0.519 -1.203  0.078
43 H 3.498 -0.924 -0.768  -0.014
44 O 3.830 -0.101 -0.475  -0.023
45 H 0.897 1.857 2.188  0.051
46 H 1.761 3.066 2.726  0.051
47 O 1.685 2.481 1.989  -0.066
48 H -3.568 -0.454 -0.933  0.061
49 H -2.012 -0.520 -0.990  0.039
50 O -2.807 0.089 -0.956  -0.061
51 H -2.683 0.931 -2.469  -0.026
52 H -2.362 2.298 -3.071  0.047
53 O -2.594 1.386 -3.325  -0.088
54 H -0.512 -1.880 3.383  0.047
55 H -1.962 -1.254 3.425  -0.025
56 O -1.494 -2.102 3.537  -0.092
57 H -1.273 2.962 0.210  -0.003
58 H 0.201 3.241 0.380  -0.003
59 O -0.539 3.486 -0.171  -0.083

Atomic forces in eV per Å
C 0.7 0.9 0.7
C -1.3 -0.1 -1.4
S -0.5 0.0 0.3
C 0.0 -0.2 0.2
N 0.6 -0.8 -0.1
C -0.8 -0.2 -0.4
C -0.3 -1.5 -0.7
C 0.0 1.7 0.8
H 0.6 -0.5 -0.3
H -0.8 -0.6 -0.9
H -0.1 0.5 0.6
H 1.7 0.4 1.2
H 0.4 -0.5 -0.4
H -0.8 0.3 1.0
H -0.4 0.1 -1.1
H 0.0 0.5 0.1
H -0.1 0.1 -0.2
H 0.6 0.6 0.3
H 0.4 -0.3 0.2
H -0.3 1.0 0.0
H 0.4 0.1 -0.3
H 0.7 -0.7 -0.3
H -0.9 -0.6 0.3
H -0.1 0.4 -0.3
H 0.3 -0.5 -0.4
O -0.1 -0.1 0.9
H -0.2 0.1 0.4
H -0.2 0.1 0.0
O -0.2 0.2 -0.2
H -0.4 0.0 0.0
H 1.8 -4.3 -1.0
O -1.3 4.3 1.1
H 0.4 0.4 -0.1
H 0.9 -0.7 0.1
O -1.0 0.1 0.1
H -0.1 -0.1 -0.4
H -0.2 -0.6 -0.6
O -0.1 0.6 1.0
H 1.0 -1.6 -0.3
H -1.6 -0.3 1.5
O 0.8 1.8 -1.2
H 0.1 -0.2 0.5
H -0.7 -1.8 -0.5
O 0.7 1.8 -0.3
H 1.3 1.1 -0.1
H 0.0 0.7 0.8
O -1.4 -1.4 -0.6
H -1.3 -0.9 0.1
H 0.0 -0.3 0.2
O 1.2 0.8 -0.2
H -0.1 0.1 -0.1
H -0.1 -0.5 -0.3
O 0.1 0.7 0.1
H -2.1 -0.6 0.4
H 0.0 -0.4 0.1
O 2.3 0.5 -0.3
H 0.1 0.4 -0.2
H 0.7 0.0 0.3
O -0.5 0.0 -0.2

Summary:
Charge ... 0

=====

Number 1: orbital gap 9.114 eV, E_tot -1284.07065 a.u.. Number 2: orbital gap 8.527 eV, E_tot -1607.83593 a.u..